ORCA calculation (ωB97M-V/def2-TZVPD) on the molecule C4H6N2O2.

Structure (XYZ):
```
14
C4H6N2O2 (ωB97M-V/def2-TZVPD)
C -1.125 0.470 0.424
C 0.189 0.738 0.414
C -1.652 -0.789 -0.182
C 1.138 -0.067 -0.319
N 3.320 -0.674 0.282
N 2.411 0.079 -0.029
O -0.909 -1.817 0.461
O 0.308 -1.983 -0.125
H -1.782 1.045 1.058
H 0.605 1.501 1.058
H -2.695 -0.963 0.082
H -1.529 -0.849 -1.271
H 0.935 -0.318 -1.355
H 4.214 -0.164 0.361
```

Results
- Max |F|: 3.41 eV/A
- Highest occupied orbital energy (alpha / beta): -6.463 / -8.604 eV
- Gap between HOMO and LUMO (alpha / beta): 6.75 / 6.77 eV
- Multiplicity: 3
- LUMO energy (alpha / beta): 0.2887 / -1.8368 eV

The molecule's natural (NBO) atomic charges, reported in e, are given here: -0.235, -0.202, -0.146, -0.010, -0.374, -0.100, -0.149, -0.167, 0.215, 0.227, 0.209, 0.204, 0.197, 0.331

ORCA calculation (ωB97M-V/def2-TZVPD) on a structure of composition C23H37ClN2O3SiY.

Structure (XYZ):
```
68
C23H37ClN2O3SiY (ωB97M-V/def2-TZVPD)
Y 0.598 0.722 0.742
Cl 2.275 2.072 2.117
N 2.017 -0.476 -0.938
N -1.807 0.679 1.479
C 2.693 0.380 -1.675
C -2.603 1.646 1.100
C 2.507 -1.832 -1.256
C 3.855 -1.519 -1.913
C 1.546 -2.478 -2.243
C 2.616 -2.650 0.011
H 1.435 -1.857 -3.147
H 0.557 -2.605 -1.782
H 1.943 -3.455 -2.533
H 3.285 -2.150 0.725
H 3.024 -3.640 -0.240
H 1.633 -2.767 0.500
C -2.622 -0.343 2.172
C -4.046 0.214 2.045
C -2.198 -0.451 3.601
C -2.455 -1.689 1.450
H -2.728 -1.576 0.392
H -3.120 -2.417 1.916
H -1.413 -2.019 1.527
H -2.230 0.547 4.079
H -1.162 -0.843 3.675
H -2.888 -1.127 4.143
O -3.895 1.505 1.374
H -4.524 0.405 3.013
H -4.708 -0.406 1.417
O 3.749 -0.095 -2.303
H 4.073 -2.097 -2.824
H 4.694 -1.599 -1.204
C 2.205 1.794 -1.844
C -2.110 2.820 0.291
C -1.402 2.180 -0.853
H -1.403 3.365 0.908
H -2.963 3.456 0.024
C -0.026 2.003 -0.734
C 0.708 1.694 -1.893
H 1.223 2.546 1.480
C 0.068 1.493 -3.129
C -1.322 1.565 -3.188
C 0.867 1.209 -4.394
C -2.074 1.952 -2.083
H -1.837 1.397 -4.154
C -3.576 2.159 -2.175
H -3.893 1.973 -3.209
H -3.855 3.193 -1.896
H -4.116 1.468 -1.500
H 1.665 1.961 -4.550
H 0.181 1.236 -5.261
H 1.340 0.206 -4.358
H 2.674 2.233 -2.745
H 2.525 2.373 -0.959
C 1.203 -3.091 4.070
Si 1.636 -1.344 3.429
C 1.322 -0.236 4.955
C 3.538 -1.373 3.317
O 0.839 -0.936 2.094
H 1.706 -3.291 5.030
H 1.520 -3.870 3.363
H 0.123 -3.212 4.232
H 1.958 -0.565 5.796
H 1.569 0.810 4.726
H 0.278 -0.270 5.298
H 3.923 -2.236 2.756
H 3.910 -0.453 2.845
H 3.966 -1.431 4.333
```

Results
- Max |F|: 5.30 eV/A
- Highest occupied orbital energy (alpha / beta): -0.088 / -0.107 eV
- Charge: -1
- Gap between HOMO and LUMO (alpha / beta): 2.65 / 2.67 eV
- LUMO energy (alpha / beta): 2.5608 / 2.5596 eV

The molecule's natural (NBO) atomic charges, reported in e, are given here: 1.475, -0.398, -0.650, -0.644, 0.640, 0.625, 0.054, -0.083, -0.605, -0.606, 0.213, 0.224, 0.199, 0.230, 0.195, 0.245, 0.063, -0.080, -0.610, -0.613, 0.209, 0.197, 0.247, 0.218, 0.246, 0.193, -0.492, 0.187, 0.182, -0.489, 0.192, 0.194, -0.502, -0.505, -0.062, 0.258, 0.214, -0.669, -0.081, -0.040, -0.010, -0.315, -0.629, 0.008, 0.182, -0.634, 0.202, 0.207, 0.211, 0.204, 0.207, 0.199, 0.235, 0.263, -1.139, 1.924, -1.144, -1.150, -1.380, 0.219, 0.216, 0.218, 0.217, 0.242, 0.217, 0.210, 0.230, 0.225

ORCA calculation (ωB97M-V/def2-TZVPD) on a structure of composition C23H30BiN6OS7.

Structure (XYZ):
```
68
C23H30BiN6OS7 (ωB97M-V/def2-TZVPD)
Bi -0.666 0.794 0.114
C -0.527 -0.982 2.994
N -0.229 0.427 2.699
C -1.096 1.274 3.529
C 1.173 0.753 3.076
C 2.336 0.137 2.299
N 2.566 0.722 0.982
C 3.492 -0.093 0.202
C 3.057 2.092 1.060
H -0.173 -1.244 3.999
H -0.070 -1.640 2.259
H -1.601 -1.140 2.958
H -0.933 1.067 4.593
H -2.140 1.088 3.292
H -0.882 2.325 3.340
H 1.305 0.445 4.121
H 1.274 1.840 3.059
H 2.176 -0.935 2.173
H 3.233 0.270 2.923
H 4.494 -0.123 0.652
H 3.584 0.320 -0.805
H 3.111 -1.108 0.134
H 4.004 2.162 1.612
H 2.324 2.737 1.545
H 3.222 2.474 0.051
C -1.897 -0.860 -3.513
C -1.154 0.427 -3.513
N -0.880 1.210 -2.501
C -0.231 2.371 -2.903
C 0.004 2.437 -4.241
S -0.604 1.058 -5.030
C 0.094 3.449 -1.970
C 0.555 4.679 -2.333
S 0.697 5.693 -0.969
C 0.141 4.410 0.041
N -0.124 3.318 -0.618
C -0.015 4.601 1.512
H -1.996 -1.267 -2.515
H -1.407 -1.588 -4.160
H -2.901 -0.694 -3.911
H 0.494 3.221 -4.795
H 0.808 5.048 -3.314
H -0.034 5.661 1.757
H 0.814 4.142 2.056
H -0.950 4.153 1.846
S -8.031 -0.076 0.371
C -6.418 0.088 0.384
S -5.299 -1.237 0.154
C -3.825 -0.297 0.278
C -3.969 1.016 0.506
S -2.689 2.205 0.624
S -5.609 1.615 0.649
S -2.310 -1.162 0.112
N 0.803 -4.007 -3.745
C 0.631 -5.015 -2.836
O 0.357 -6.149 -3.160
C 0.783 -4.624 -1.396
C 1.223 -5.590 -0.497
C 1.357 -5.255 0.838
C 1.027 -3.966 1.228
N 0.590 -3.035 0.383
C 0.470 -3.367 -0.901
H 0.832 -4.285 -4.713
H 1.300 -3.172 -3.491
H 1.447 -6.583 -0.863
H 1.701 -5.977 1.566
H 1.102 -3.670 2.270
H 0.080 -2.587 -1.550
```

Results
- Max |F|: 0.63 eV/A
- Highest occupied orbital energy: -9.783 eV
- Charge: +1
- Gap between HOMO and LUMO: 6.96 eV
- LUMO energy: -2.8254 eV

The molecule's natural (NBO) atomic charges, reported in e, are given here: 1.533, -0.451, -0.477, -0.421, -0.236, -0.241, -0.453, -0.416, -0.419, 0.194, 0.235, 0.229, 0.200, 0.226, 0.203, 0.204, 0.201, 0.216, 0.191, 0.181, 0.203, 0.209, 0.185, 0.184, 0.211, -0.686, 0.113, -0.516, 0.092, -0.416, 0.498, 0.094, -0.412, 0.509, 0.091, -0.513, -0.667, 0.258, 0.244, 0.258, 0.256, 0.254, 0.250, 0.230, 0.248, 0.041, -0.573, 0.469, -0.418, -0.417, -0.216, 0.467, -0.248, -0.827, 0.655, -0.570, -0.184, -0.103, -0.249, 0.054, -0.470, 0.051, 0.412, 0.389, 0.249, 0.235, 0.192, 0.185